The following is a quantum chemistry calculation of a structure of composition C46H58GeN4O2RbS, from the OMol25 dataset.

The geometry in XYZ format:
```
113
C46H58GeN4O2RbS (wB97M-V/def2-TZVPD)
Rb 0.778 -0.354 1.003
C 3.165 -1.647 2.462
C 2.214 -1.504 3.504
C 1.155 -2.424 3.218
C 1.512 -3.101 2.024
C 2.742 -2.626 1.550
C 3.505 -3.130 0.344
C 4.614 -2.149 -0.040
C 4.142 -4.492 0.655
C 2.569 -3.296 -0.860
C -0.122 -2.838 3.964
C 0.199 -3.930 5.002
C -1.133 -3.459 2.984
C -0.882 -1.694 4.643
C 2.473 -0.548 4.676
C 3.937 -0.082 4.667
C 2.285 -1.222 6.043
C 1.623 0.732 4.581
H 4.103 -1.114 2.396
H 0.939 -3.893 1.561
H 5.338 -2.038 0.770
H 4.199 -1.160 -0.260
H 5.147 -2.495 -0.928
H 4.827 -4.403 1.500
H 4.697 -4.878 -0.209
H 3.372 -5.217 0.926
H 2.107 -2.344 -1.135
H 1.764 -3.999 -0.635
H 3.118 -3.671 -1.731
H 0.655 -4.787 4.504
H -0.713 -4.266 5.510
H 0.900 -3.576 5.755
H -0.762 -4.385 2.545
H -1.376 -2.770 2.172
H -2.061 -3.693 3.515
H -0.321 -1.214 5.438
H -1.806 -2.080 5.084
H -1.161 -0.927 3.919
H 4.622 -0.930 4.733
H 4.114 0.576 5.523
H 4.174 0.481 3.764
H 2.911 -2.115 6.104
H 1.261 -1.523 6.237
H 2.582 -0.537 6.844
H 1.893 1.292 3.681
H 1.803 1.383 5.445
H 0.557 0.534 4.525
C 0.493 4.529 -0.286
C 0.805 3.553 0.813
N -0.022 2.721 1.310
N -1.239 2.669 0.678
C -2.181 1.781 1.128
N -3.006 1.396 0.129
S -2.333 1.286 2.705
C 2.202 3.444 1.322
C 2.874 4.521 1.889
C 4.174 4.335 2.329
C 4.767 3.093 2.166
C 4.024 2.082 1.577
N 2.769 2.247 1.167
H -0.462 5.021 -0.092
H 0.396 4.006 -1.243
H 1.279 5.277 -0.382
H -1.182 2.708 -0.351
H -2.634 1.426 -0.817
H -3.686 0.698 0.372
H 2.374 5.475 2.000
H 4.717 5.149 2.794
H 5.781 2.904 2.491
H 4.442 1.091 1.434
O -1.033 1.998 -1.976
C -0.172 1.073 -1.997
O -0.189 0.037 -1.299
C 0.999 1.238 -2.976
C 2.292 0.598 -2.474
Ge 3.847 0.951 -3.600
C 3.322 1.265 -5.466
C 2.733 2.486 -5.797
C 2.322 2.756 -7.094
C 2.500 1.805 -8.090
C 3.093 0.590 -7.781
C 3.500 0.325 -6.479
C 4.745 2.595 -3.041
C 5.849 3.073 -3.750
C 6.471 4.259 -3.387
C 5.989 4.995 -2.312
C 4.886 4.540 -1.604
C 4.272 3.347 -1.967
C 5.086 -0.559 -3.529
C 6.406 -0.414 -3.106
C 7.262 -1.507 -3.053
C 6.811 -2.763 -3.430
C 5.496 -2.927 -3.843
C 4.643 -1.834 -3.883
H 1.117 2.302 -3.196
H 0.699 0.765 -3.916
H 2.173 -0.484 -2.408
H 2.524 0.940 -1.459
H 2.598 3.244 -5.033
H 1.862 3.709 -7.328
H 2.179 2.013 -9.103
H 3.240 -0.154 -8.554
H 3.971 -0.626 -6.259
H 6.225 2.514 -4.601
H 7.329 4.613 -3.946
H 6.470 5.923 -2.030
H 4.505 5.109 -0.765
H 3.416 2.999 -1.400
H 6.772 0.562 -2.808
H 8.281 -1.378 -2.711
H 7.476 -3.617 -3.384
H 5.130 -3.909 -4.116
H 3.610 -1.987 -4.182
```

Values from the calculation:
- Relative energy (zero: lowest compared OMol25 entry of this formula, charge and spin): 0.0 kcal per mole
- Gap between HOMO and LUMO: 5.77 eV
- Total charge: -1
- Total energy: -126709.4629 eV